# 1
Density functional theory data (ωB97M-V/def2-TZVPD) for 2 unconnected molecules or ions with the total composition C6H12N4.

The relative energy (zero: lowest compared OMol25 entry of this formula, charge and spin) is 145.8 kcal/mol. The total charge is +2. The HOMO energy (spin up / spin down) comes out at -20.31 / -18.36 eV. The value obtained for the largest force on an atom is 5.4 eV Å⁻¹. The value obtained for the LUMO energy (spin up / spin down) is -10.4077 / -14.0274 eV. As for the frontier orbital gap (spin up / spin down): 0.364 / 0.159 Ha.

```
22
C6H12N4 (ωB97M-V/def2-TZVPD)
C 3.734 0.240 -0.327
C 2.322 0.547 0.332
C 1.166 -0.107 -0.417
C -0.273 0.204 0.264
C -1.427 -0.767 -0.214
C -2.756 -0.820 0.522
N -4.418 -2.170 -0.523
N -3.874 2.823 0.390
N -3.662 -1.547 -0.015
N -3.445 1.867 0.051
H 3.835 1.091 -1.056
H 4.698 0.218 0.362
H 3.857 -0.648 -1.027
H 2.329 0.294 1.330
H 2.265 1.663 0.487
H 1.214 -1.269 -0.565
H 1.085 0.345 -1.451
H -0.220 0.051 1.391
H -0.633 1.172 0.173
H -1.149 -1.859 -0.015
H -1.702 -0.730 -1.273
H -2.945 -0.597 1.581
```



# 2
Density functional theory data (ωB97M-V/def2-TZVPD) for a molecular structure, C13H16HgNS5.

The relative energy (zero: lowest compared OMol25 entry of this formula, charge and spin) is 1.7 kcal/mol. The HOMO energy (spin up / spin down) comes out at -6.51 / -7.12 eV. The value obtained for the largest force on an atom is 0.9 eV Å⁻¹. Its multiplicity is 2. The value obtained for the LUMO energy (spin up / spin down) is 0.1477 / -0.7848 eV. As for the frontier orbital gap (spin up / spin down): 0.245 / 0.233 Ha.

```
36
C13H16HgNS5 (ωB97M-V/def2-TZVPD)
Hg -0.650 -0.421 -1.602
C -4.100 -1.648 -2.188
S -2.785 -2.743 -1.587
C -3.234 -2.883 0.098
C -2.619 -2.303 1.155
S -1.252 -1.245 1.226
S -3.351 -2.690 2.702
C -4.651 -3.693 2.152
S -5.768 -4.364 3.147
S -4.618 -3.906 0.443
H -4.045 -1.655 -3.275
H -3.951 -0.636 -1.815
H -5.067 -2.029 -1.868
C 1.535 -0.503 2.507
N 1.420 0.491 1.409
C 1.348 1.874 1.939
C 2.539 0.321 0.423
C 2.369 1.190 -0.793
C 3.409 2.052 -1.140
C 3.284 2.901 -2.227
C 2.111 2.898 -2.966
C 1.071 2.042 -2.617
C 1.185 1.189 -1.525
H 0.702 -0.378 3.191
H 2.484 -0.339 3.016
H 1.484 -1.503 2.088
H 0.556 0.311 0.875
H 2.269 2.083 2.480
H 0.494 1.951 2.607
H 1.239 2.566 1.109
H 2.542 -0.738 0.160
H 3.465 0.568 0.943
H 4.325 2.059 -0.556
H 4.098 3.562 -2.496
H 2.003 3.558 -3.818
H 0.157 2.061 -3.199
```



# 3
Density functional theory data (ωB97M-V/def2-TZVPD) for 2 unconnected molecules or ions with the total composition C4H12NOS.

The relative energy (zero: lowest compared OMol25 entry of this formula, charge and spin) is 21.7 kcal/mol. The total charge is -1. The HOMO energy comes out at -2.36 eV. The value obtained for the largest force on an atom is 1.7 eV Å⁻¹. The value obtained for the LUMO energy is 3.3868 eV. As for the frontier orbital gap: 0.211 Ha.

```
19
C4H12NOS (ωB97M-V/def2-TZVPD)
C -1.183 1.053 -0.257
C -1.835 1.130 -1.624
S -0.750 2.026 -2.850
C -0.450 -0.295 -0.033
N 0.736 -0.223 0.817
C 1.926 0.039 -0.020
H -0.453 1.864 -0.175
H -1.864 1.207 0.591
H -2.712 1.777 -1.547
H -2.054 0.159 -2.061
H -1.207 -0.946 0.428
H -0.194 -0.791 -0.966
H 0.612 0.461 1.556
H 2.771 0.368 0.590
H 1.724 0.855 -0.724
H 2.172 -0.903 -0.500
H 0.824 -2.539 3.045
H 1.195 -2.319 1.567
O 0.744 -2.919 2.164
```



# 4
Density functional theory data (ωB97M-V/def2-TZVPD) for a single C14H11F2N3O3S molecule.

The relative energy (zero: lowest compared OMol25 entry of this formula, charge and spin) is 6.2 kcal/mol. The HOMO energy comes out at -8.90 eV. The value obtained for the largest force on an atom is 4.5 eV Å⁻¹. The value obtained for the LUMO energy is -1.1505 eV. As for the frontier orbital gap: 0.285 Ha.

```
34
C14H11F2N3O3S (ωB97M-V/def2-TZVPD)
C -2.760 0.030 -2.347
N -1.607 0.133 -1.420
C -0.321 -0.445 -1.943
C 0.307 0.417 -3.031
C 1.699 0.006 -3.111
N 2.809 -0.324 -2.995
C -1.613 1.098 -0.367
S -2.945 2.046 -0.152
C -0.521 1.290 0.635
C -0.072 2.580 0.868
C 1.200 2.822 1.634
F 2.191 3.065 0.761
F 1.010 3.856 2.472
O 1.692 1.768 2.429
C 1.280 0.484 2.163
C 1.992 -0.562 2.730
C 1.672 -1.929 2.536
C 0.460 -2.240 1.825
N -0.032 -3.540 1.737
O 0.455 -4.397 2.516
O -0.943 -3.790 0.949
C -0.277 -1.159 1.264
C 0.191 0.216 1.323
H -2.736 -0.973 -2.778
H -3.691 0.190 -1.828
H -2.673 0.721 -3.207
H -0.490 -1.452 -2.318
H 0.368 -0.577 -1.130
H 0.222 1.456 -2.739
H -0.217 0.266 -3.974
H -0.596 3.433 0.498
H 2.865 -0.342 3.335
H 2.315 -2.748 2.870
H -1.234 -1.399 0.794
```



# 5
Density functional theory data (ωB97M-V/def2-TZVPD) for a molecular structure, C13H12BeN2O10S2Se.

The total charge is -2. The HOMO energy comes out at -2.04 eV. The value obtained for the largest force on an atom is 2.9 eV Å⁻¹. The value obtained for the LUMO energy is 4.2883 eV. As for the frontier orbital gap: 0.232 Ha.

```
41
C13H12BeN2O10S2Se (ωB97M-V/def2-TZVPD)
Be 0.741 0.372 0.098
O 2.295 2.338 -2.125
S 2.499 0.940 -1.802
O 3.803 0.469 -2.239
O 2.232 0.628 -0.385
C 1.340 0.018 -2.814
C 1.094 0.571 -4.059
C 0.277 -0.071 -4.972
C -0.284 -1.293 -4.636
C -0.026 -1.846 -3.394
C 0.778 -1.192 -2.477
S 1.063 -2.015 -0.904
O 2.481 -2.267 -0.830
O 0.290 -3.257 -0.980
O 0.534 -1.188 0.208
H 1.549 1.523 -4.271
H 0.073 0.379 -5.935
H -0.935 -1.807 -5.332
H -0.450 -2.792 -3.103
O -0.822 3.083 1.848
C -0.433 2.205 1.089
O 0.353 1.242 1.419
C -0.862 2.107 -0.390
O -1.584 2.926 -0.936
O -0.373 1.046 -0.938
C -4.595 -1.345 1.802
N -4.496 -2.311 0.749
C -5.215 -3.474 0.623
C -4.714 -4.148 -0.437
N -3.685 -3.410 -0.952
C -2.775 -3.782 -1.992
C -3.535 -2.254 -0.233
Se -2.295 -0.946 -0.538
H -5.591 -1.391 2.247
H -4.400 -0.356 1.380
H -3.833 -1.529 2.566
H -6.024 -3.709 1.288
H -5.011 -5.078 -0.878
H -2.960 -4.816 -2.280
H -1.748 -3.656 -1.625
H -2.905 -3.119 -2.850
```